(1)
DFT (the ωB97M-V functional and the def2-TZVPD basis) results for a cluster of 7 separate species, C28H56O14S7 in total in a non-equilibrium geometry.

Values from the calculation:
Structure (SMILES) = O=S1(=O)CCCC1.O=S1(=O)CCCC1.O=S1(=O)CCCC1.O=S1(=O)CCCC1.O=S1(=O)CCCC1.O=S1(=O)CCCC1.O=S1(=O)CCCC1
Multiplicity = 1
Highest occupied orbital energy = -10.128 eV
Energy relative to the best compared isomer or geometry (same formula, charge and spin) = 323.9 kJ/mol

Each atom is followed by the atoms it is bonded to, with distances in Å.
Positions of all 105 atoms, in Å:
1 O -2.0528 -3.9372 -1.6589  S2 1.448
2 S -0.7445 -4.5388 -1.8116  O1 1.448, O3 1.452, C4 1.819, C7 1.852
3 O 0.2496 -3.8242 -2.5929  S2 1.452
4 C -0.1057 -5.0756 -0.1958  S2 1.819, C5 1.534, H8 1.091, H9 1.091
5 C 0.6716 -6.3527 -0.5376  C4 1.534, C6 1.547, H10 1.088, H11 1.091
6 C -0.1656 -7.1873 -1.5350  C5 1.547, C7 1.540, H12 1.084, H13 1.092
7 C -0.8669 -6.2422 -2.5281  S2 1.852, C6 1.540, H14 1.090, H15 1.086
8 H -0.9746 -5.1390 0.4610  C4 1.091
9 H 0.5453 -4.3747 0.3283  C4 1.091
10 H 1.6657 -6.0804 -0.8867  C5 1.088
11 H 0.8341 -6.8968 0.3945  C5 1.091
12 H -0.8164 -7.8882 -1.0253  C6 1.084
13 H 0.5890 -7.7472 -2.0922  C6 1.092
14 H -1.9271 -6.4950 -2.5354  C7 1.090
15 H -0.5477 -6.1082 -3.5570  C7 1.086
16 O 5.1644 3.9919 1.2392  S17 1.435
17 S 3.8021 3.5439 1.2744  O16 1.435, O18 1.455, C19 1.787, C22 1.840
18 O 3.5430 2.1725 1.6867  S17 1.455
19 C 2.7797 4.7123 2.1590  S17 1.787, C20 1.550, H23 1.087, H24 1.093
20 C 2.1725 5.7120 1.1417  C19 1.550, C21 1.516, H25 1.088, H26 1.095
21 C 2.7959 5.4317 -0.2118  C20 1.516, C22 1.536, H27 1.090, H28 1.089
22 C 2.9493 3.9068 -0.3153  S17 1.840, C21 1.536, H29 1.085, H30 1.096
23 H 3.2888 5.0971 3.0388  C19 1.087
24 H 1.9648 4.1152 2.5773  C19 1.093
25 H 1.0905 5.8103 1.1978  C20 1.088
26 H 2.4853 6.6570 1.5974  C20 1.095
27 H 3.8148 5.8124 -0.2805  C21 1.090
28 H 2.1729 5.7257 -1.0556  C21 1.089
29 H 3.4990 3.4331 -1.1215  C22 1.085
30 H 2.0670 3.3213 -0.0320  C22 1.096
31 O -6.0587 4.3126 -0.3661  S32 1.453
32 S -6.0410 3.3107 -1.4186  O31 1.453, O33 1.471, C34 1.827, C37 1.854
33 O -5.9358 3.7701 -2.8116  S32 1.471
34 C -4.8711 1.9383 -1.1242  S32 1.827, C35 1.538, H38 1.089, H39 1.085
35 C -5.6177 0.9660 -0.1947  C34 1.538, C36 1.546, H40 1.087, H41 1.091
36 C -7.0462 1.4886 0.0814  C35 1.546, C37 1.526, H42 1.092, H43 1.093
37 C -7.5290 2.2358 -1.1584  S32 1.854, C36 1.526, H44 1.088, H45 1.086
38 H -3.9706 2.4149 -0.7385  C34 1.089
39 H -4.6311 1.4852 -2.0801  C34 1.085
40 H -5.6570 -0.0492 -0.5806  C35 1.087
41 H -5.1095 0.9077 0.7686  C35 1.091
42 H -7.0993 2.1047 0.9809  C36 1.092
43 H -7.6933 0.6704 0.4085  C36 1.093
44 H -8.3019 2.9881 -1.0146  C37 1.088
45 H -7.7141 1.6508 -2.0547  C37 1.086
46 O -1.0317 -1.0495 3.4355  S47 1.462
47 S -0.6793 -1.6577 2.1539  O46 1.462, O48 1.446, C49 1.791, C52 1.791
48 O -0.9602 -3.0569 1.9231  S47 1.446
49 C -1.2387 -0.5061 0.9010  S47 1.791, C50 1.532, H53 1.089, H54 1.100
50 C -0.1106 0.5177 0.7381  C49 1.532, C51 1.511, H55 1.092, H56 1.094
51 C 1.1322 -0.3399 0.6899  C50 1.511, C52 1.520, H57 1.097, H58 1.095
52 C 1.0478 -1.4424 1.7328  S47 1.791, C51 1.520, H59 1.090, H60 1.086
53 H -2.2712 -0.1804 1.0155  C49 1.089
54 H -1.3462 -1.1986 0.0535  C49 1.100
55 H -0.2816 1.1424 -0.1414  C50 1.092
56 H -0.1793 1.2545 1.5439  C50 1.094
57 H 2.0595 0.2359 0.7942  C51 1.097
58 H 1.2825 -0.7658 -0.3072  C51 1.095
59 H 1.5948 -1.1481 2.6288  C52 1.090
60 H 1.4253 -2.3705 1.3138  C52 1.086
61 O 3.2420 -3.2037 -0.8911  S62 1.450
62 S 4.4160 -2.5214 -1.4004  O61 1.450, O63 1.447, C64 1.869, C67 1.820
63 O 5.7150 -3.1592 -1.3872  S62 1.447
64 C 4.2970 -1.8547 -3.1420  S62 1.869, C65 1.511, H68 1.087, H69 1.091
65 C 3.5271 -0.5736 -2.9225  C64 1.511, C66 1.543, H70 1.088, H71 1.100
66 C 4.2017 0.1721 -1.7524  C65 1.543, C67 1.532, H72 1.091, H73 1.090
67 C 4.4850 -0.8612 -0.6572  S62 1.820, C66 1.532, H74 1.094, H75 1.092
68 H 3.8506 -2.5638 -3.8348  C64 1.087
69 H 5.2952 -1.6197 -3.5157  C64 1.091
70 H 3.3098 0.0600 -3.7798  C65 1.088
71 H 2.5526 -0.9363 -2.5648  C65 1.100
72 H 3.5391 0.9298 -1.3325  C66 1.091
73 H 5.0865 0.7083 -2.0972  C66 1.090
74 H 3.7765 -0.7294 0.1652  C67 1.094
75 H 5.3861 -0.6097 -0.0931  C67 1.092
76 O 2.2493 4.3385 5.3148  S77 1.443
77 S 2.2771 3.0956 6.0466  O76 1.443, O78 1.437, C79 1.828, C82 1.804
78 O 3.1483 2.8603 7.1651  S77 1.437
79 C 0.6216 2.7073 6.7186  S77 1.828, C80 1.564, H83 1.092, H84 1.089
80 C 0.0316 1.5370 5.8658  C79 1.564, C81 1.518, H85 1.085, H86 1.093
81 C 1.2056 0.8243 5.2180  C80 1.518, C82 1.494, H87 1.093, H88 1.096
82 C 2.3217 1.7464 4.8507  S77 1.804, C81 1.494, H89 1.094, H90 1.094
83 H 0.1188 3.6750 6.7728  C79 1.092
84 H 0.6954 2.4101 7.7635  C79 1.089
85 H -0.6088 0.9330 6.5010  C80 1.085
86 H -0.6185 1.9803 5.1074  C80 1.093
87 H 0.8849 0.2844 4.3235  C81 1.093
88 H 1.5071 -0.0823 5.7552  C81 1.096
89 H 2.1738 2.1232 3.8341  C82 1.094
90 H 3.3872 1.5180 4.7576  C82 1.094
91 O -3.2779 -1.1468 -1.6977  S92 1.464
92 S -3.2687 -1.3431 -3.1485  O91 1.464, O93 1.442, C94 1.867, C97 1.837
93 O -4.5040 -1.7403 -3.7769  S92 1.442
94 C -2.6474 0.2416 -3.9157  S92 1.867, C95 1.499, H98 1.085, H99 1.093
95 C -1.1672 0.0714 -4.0784  C94 1.499, C96 1.557, H100 1.090, H101 1.093
96 C -0.7571 -1.4304 -4.1222  C95 1.557, C97 1.524, H102 1.092, H103 1.089
97 C -1.8803 -2.3885 -3.7442  S92 1.837, C96 1.524, H104 1.081, H105 1.087
98 H -3.0455 1.0798 -3.3543  C94 1.085
99 H -3.1400 0.2734 -4.8911  C94 1.093
100 H -0.7718 0.5590 -4.9691  C95 1.090
101 H -0.6609 0.5702 -3.2483  C95 1.093
102 H 0.0864 -1.5404 -3.4374  C96 1.092
103 H -0.3042 -1.6916 -5.0780  C96 1.089
104 H -1.5613 -3.0694 -2.9675  C97 1.081
105 H -2.2867 -2.8187 -4.6556  C97 1.087

(2)
DFT (the ωB97M-V functional and the def2-TZVPD basis) results for a cluster of 7 separate species, C28H56O21 in total in a non-equilibrium geometry.

Values from the calculation:
Structure (SMILES) = CCOC(=O)OC.CCOC(=O)OC.CCOC(=O)OC.CCOC(=O)OC.CCOC(=O)OC.CCOC(=O)OC.CCOC(=O)OC
Multiplicity = 1
Highest occupied orbital energy = -10.644 eV
Energy relative to the best compared isomer or geometry (same formula, charge and spin) = 265.5 kJ/mol

Each atom is followed by the atoms it is bonded to, with distances in Å.
Positions of all 105 atoms, in Å:
1 C -0.4478 0.4652 -4.8047  C2 1.501, H8 1.126, H9 1.067, H10 1.040
2 C 0.8439 0.1973 -5.5204  C1 1.501, O3 1.406, H11 1.103, H12 1.117
3 O 0.5522 -0.2315 -6.8274  C2 1.406, C4 1.321
4 C 1.6194 -0.6446 -7.4866  O3 1.321, O5 1.218, O6 1.388
5 O 2.7827 -0.7515 -7.1437  C4 1.218
6 O 1.2346 -0.9775 -8.7778  C4 1.388, C7 1.447
7 C 2.2877 -1.4270 -9.6627  O6 1.447, H13 1.055, H14 1.124, H15 1.109
8 H -1.2195 1.0122 -5.4154  C1 1.126
9 H -0.3235 1.1578 -4.0021  C1 1.067
10 H -0.8464 -0.4495 -4.5118  C1 1.040
11 H 1.5150 -0.5574 -5.0759  C2 1.103
12 H 1.4331 1.1442 -5.4632  C2 1.117
13 H 1.7541 -1.7998 -10.4927  C7 1.055
14 H 2.8659 -2.2996 -9.2520  C7 1.124
15 H 2.9452 -0.6126 -10.0300  C7 1.109
16 C 1.2612 -0.8941 4.7581  C17 1.499, H23 1.095, H24 1.077, H25 1.102
17 C 1.2197 -2.3362 5.1661  C16 1.499, O18 1.508, H26 1.098, H27 1.085
18 O 0.7157 -2.4887 6.5789  C17 1.508, C19 1.360
19 C -0.6414 -2.5841 6.5598  O18 1.360, O20 1.275, O21 1.368
20 O -1.4263 -2.8163 5.5823  C19 1.275
21 O -1.0274 -2.3549 7.8523  C19 1.368, C22 1.407
22 C -2.4030 -2.4307 8.1379  O21 1.407, H28 1.090, H29 1.125, H30 1.035
23 H 1.8544 -0.4330 5.5552  C16 1.095
24 H 0.3067 -0.3971 4.7299  C16 1.077
25 H 1.7042 -0.7818 3.7550  C16 1.102
26 H 2.2617 -2.6810 5.1224  C17 1.098
27 H 0.6201 -2.9570 4.5089  C17 1.085
28 H -2.5532 -2.3929 9.2168  C22 1.090
29 H -2.8272 -3.4169 7.8014  C22 1.125
30 H -2.9413 -1.7215 7.6093  C22 1.035
31 C -3.7866 0.0248 -0.5911  C32 1.557, H38 1.040, H39 1.093, H40 1.067
32 C -4.4040 -0.9824 0.4226  C31 1.557, O33 1.492, H41 1.083, H42 1.096
33 O -4.7681 -2.2537 -0.2673  C32 1.492, C34 1.297
34 C -3.9215 -3.2203 -0.0875  O33 1.297, O35 1.237, O36 1.352
35 O -2.8303 -3.1439 0.4907  C34 1.237
36 O -4.4522 -4.3925 -0.5035  C34 1.352, C37 1.407
37 C -3.5153 -5.4297 -0.3447  O36 1.407, H43 1.061, H44 1.063, H45 1.087
38 H -2.7597 -0.1362 -0.6235  C31 1.040
39 H -4.0259 1.0067 -0.1739  C31 1.093
40 H -4.1674 -0.0381 -1.5863  C31 1.067
41 H -5.3597 -0.6450 0.8049  C32 1.083
42 H -3.7633 -1.3530 1.2303  C32 1.096
43 H -3.3924 -5.7994 0.6424  C37 1.061
44 H -2.5953 -5.1189 -0.7772  C37 1.063
45 H -3.9298 -6.2821 -0.8763  C37 1.087
46 C -0.7259 -2.7430 -2.1276  C47 1.523, H53 1.135, H54 1.093, H55 1.119
47 C 0.7182 -2.7018 -1.6450  C46 1.523, O48 1.373, H56 1.099, H57 1.061
48 O 1.5276 -2.0846 -2.5664  C47 1.373, C49 1.326
49 C 2.3103 -2.8591 -3.3055  O48 1.326, O50 1.190, O51 1.365
50 O 2.3497 -4.0461 -3.2348  C49 1.190
51 O 2.9982 -2.0340 -4.1475  C49 1.365, C52 1.428
52 C 4.0535 -2.7021 -4.8407  O51 1.428, H58 1.100, H59 1.085, H60 1.084
53 H -0.7560 -3.4916 -2.9808  C46 1.135
54 H -1.0460 -1.7867 -2.5497  C46 1.093
55 H -1.4580 -3.0580 -1.3428  C46 1.119
56 H 1.0909 -3.7291 -1.5268  C47 1.099
57 H 0.6933 -2.1642 -0.7301  C47 1.061
58 H 3.6970 -3.5414 -5.4565  C52 1.100
59 H 4.8863 -2.9650 -4.1971  C52 1.085
60 H 4.4052 -1.9757 -5.5649  C52 1.084
61 C -1.5992 3.8180 -0.5180  C62 1.540, H68 1.061, H69 1.083, H70 1.066
62 C -1.4644 3.5185 0.9862  C61 1.540, O63 1.450, H71 1.135, H72 1.089
63 O -2.5821 2.7119 1.4349  C62 1.450, C64 1.323
64 C -2.2889 2.0384 2.5353  O63 1.323, O65 1.194, O66 1.356
65 O -1.2437 1.9283 3.1021  C64 1.194
66 O -3.3861 1.3093 2.8579  C64 1.356, C67 1.423
67 C -3.1591 0.5833 4.0607  O66 1.423, H73 1.114, H74 1.083, H75 1.052
68 H -1.7035 2.9198 -1.0726  C61 1.061
69 H -0.6912 4.2608 -0.9074  C61 1.083
70 H -2.3955 4.4437 -0.8504  C61 1.066
71 H -1.4080 4.4906 1.5703  C62 1.135
72 H -0.5316 2.9731 1.1219  C62 1.089
73 H -4.1164 0.3937 4.5984  C67 1.114
74 H -2.4189 1.1284 4.6329  C67 1.083
75 H -2.8090 -0.3790 3.8189  C67 1.052
76 C 2.1440 2.6913 3.3583  C77 1.517, H83 1.054, H84 1.104, H85 1.105
77 C 3.0249 3.5035 2.4278  C76 1.517, O78 1.400, H86 1.113, H87 1.094
78 O 2.2479 4.3075 1.5859  C77 1.400, C79 1.296
79 C 2.2364 5.5896 1.7777  O78 1.296, O80 1.159, O81 1.382
80 O 2.9292 6.1167 2.5426  C79 1.159
81 O 1.3539 6.2833 0.9714  C79 1.382, C82 1.461
82 C 1.3424 7.7249 1.2078  O81 1.461, H88 1.108, H89 1.142, H90 1.035
83 H 1.5070 2.1212 2.7414  C76 1.054
84 H 1.5317 3.3178 4.0299  C76 1.104
85 H 2.8718 2.0482 3.8855  C76 1.105
86 H 3.4197 2.7890 1.6708  C77 1.113
87 H 3.8594 4.0033 2.9293  C77 1.094
88 H 0.5641 8.0916 0.5089  C82 1.108
89 H 2.3465 8.1880 0.9210  C82 1.142
90 H 0.9589 7.8310 2.1637  C82 1.035
91 C 2.2935 1.7088 -2.1139  C92 1.574, H98 1.081, H99 1.065, H100 1.045
92 C 2.3223 1.4713 -0.5579  C91 1.574, O93 1.394, H101 1.098, H102 1.066
93 O 1.1067 0.9359 -0.1340  C92 1.394, C94 1.293
94 C 1.0350 0.0894 0.8409  O93 1.293, O95 1.217, O96 1.285
95 O 1.9670 -0.3557 1.4844  C94 1.217
96 O -0.1998 -0.2061 1.0378  C94 1.285, C97 1.514
97 C -0.4363 -1.5338 1.7264  O96 1.514, H103 1.112, H104 1.103, H105 1.127
98 H 1.5285 2.3712 -2.4944  C91 1.081
99 H 2.2071 0.8466 -2.7325  C91 1.065
100 H 3.2291 2.1373 -2.2957  C91 1.045
101 H 2.5157 2.4603 -0.1219  C92 1.098
102 H 3.1105 0.7973 -0.3127  C92 1.066
103 H -0.2592 -1.3873 2.8143  C97 1.112
104 H 0.3397 -2.2223 1.3515  C97 1.103
105 H -1.4934 -1.7515 1.4031  C97 1.127

- Which formula does entry 2 have?
  C28H56O21

- Among the records above, which one has the highest energy relative to the best compared isomer or geometry (same formula, charge and spin)?
  C28H56O14S7